Entry 1:
A molecular structure, C9H22N4O7Sr. Source: OMol25; level of theory: ωB97M-V with the def2-TZVPD basis set.

Structure (XYZ):
```
43
Properties=species:S:1:pos:R:3:forces:R:3:lowdin_charge:R:1
O 0.4276 -1.7400 -3.9065 -1.4 -0.1 0.2 -0.2482
H -0.5624 -1.8554 -4.0075 1.6 0.1 0.1 -0.0326
Sr 0.2664 -0.0731 -0.1475 0.2 -1.7 -0.5 1.4550
N 2.1132 -1.7574 -0.4533 -1.5 0.1 -0.4 -0.2062
N -0.2890 -2.3686 0.7215 0.4 0.3 -1.4 -0.2358
N 0.5504 2.3582 -0.3917 -0.7 2.6 1.9 -0.0950
N -1.3714 1.2676 1.1809 -0.7 2.7 1.3 -0.0694
O 3.0052 -1.4266 -1.2493 1.0 0.5 0.3 -0.0961
O 1.6345 3.0125 -0.9935 -0.4 -0.3 0.3 -0.0457
O -2.4402 0.7900 1.9682 1.1 0.4 -0.6 -0.0259
O -1.5757 -2.3056 0.8073 0.0 0.0 0.5 -0.1870
C 0.2000 -3.2401 -0.2125 0.1 0.8 1.3 -0.3099
C 1.4149 -2.8878 -0.8463 0.6 -0.1 0.8 -0.2949
C -0.0532 3.1429 0.5085 2.5 -1.4 -2.1 -0.2530
C -1.1428 2.5761 1.3113 -1.6 -2.9 0.5 -0.2553
C 2.1638 -3.6713 -1.8357 -0.1 -0.5 -0.4 -0.0514
H 2.1232 -3.1273 -2.7896 0.3 -0.3 0.1 0.0751
H 1.7406 -4.6577 -1.9590 0.0 -0.2 -0.2 0.0654
H 3.1940 -3.7562 -1.4536 -0.2 0.0 -0.5 0.0974
C -0.5909 -4.4530 -0.5278 -0.2 0.0 -0.5 -0.0261
H -1.5323 -4.1835 -1.0516 0.4 -0.3 0.4 0.0981
H -0.7977 -4.9593 0.4318 -0.2 0.1 -0.5 0.0969
H 0.0155 -5.0930 -1.1716 -0.4 -0.1 0.1 0.0647
C 0.4987 4.5187 0.7573 -0.4 0.3 0.1 -0.0108
C -1.9257 3.4468 2.2696 0.1 0.1 0.0 -0.0097
H 1.1957 4.7834 -0.0699 -0.6 0.0 1.0 0.0917
H 1.0028 4.5631 1.7599 -0.4 0.0 -0.9 0.1144
H -0.3649 5.2077 0.7844 0.5 0.0 0.0 0.0941
H -2.5026 2.8332 2.9927 0.4 0.4 -0.7 0.0890
H -2.6069 4.1126 1.6955 0.3 -0.4 0.4 0.1087
H -1.2149 4.0875 2.8274 -0.4 -0.2 -0.3 0.0874
H 2.2421 2.3146 -1.2673 -0.1 -0.2 -0.4 0.1063
H -2.3960 -0.1844 1.8714 0.1 0.2 -0.3 0.0937
C -1.7862 0.1800 -2.0141 -0.6 0.4 0.3 -0.1256
H -1.5781 -0.0875 -3.0474 0.1 -0.3 0.2 -0.0522
H -1.9037 1.2665 -1.9081 0.1 -0.2 0.1 -0.0464
H -2.6046 -0.3594 -1.5153 0.4 0.0 -0.3 -0.0320
O 2.0338 0.7244 -3.7804 -0.9 0.3 0.0 -0.1042
H 1.8553 -0.0732 -4.3234 -0.2 0.3 0.7 0.0190
H 1.1375 1.0980 -3.6144 0.9 -0.6 -0.4 0.0294
O 1.3675 -0.0633 2.4439 -0.1 0.7 1.3 -0.1136
H 0.9772 -0.6069 3.1635 0.3 0.2 -0.9 0.0736
H 1.6829 0.7298 2.9356 -0.2 -0.8 -0.6 0.0672
```
Positions in Å, forces in eV/Å.

Calculated values
- Energy: -1132.1485 Ha



Entry 2:
A single C16H17N3O molecule. Source: OMol25; level of theory: ωB97M-V with the def2-TZVPD basis set.

Structure (XYZ):
```
37
Properties=species:S:1:pos:R:3:forces:R:3:lowdin_charge:R:1
C -3.1013 -2.5810 0.1713 0.1 0.0 0.0 -0.0307
C -3.2774 -1.0962 0.2771 0.2 0.0 -0.1 -0.1997
C -4.3644 -0.5568 0.9514 0.1 0.1 0.0 -0.0480
C -4.5282 0.8121 1.0507 -0.1 0.0 0.1 -0.0818
C -3.6112 1.6620 0.4610 0.0 -0.1 0.0 -0.0492
C -2.5135 1.1583 -0.2228 0.1 -0.1 -0.1 -0.2006
C -1.5264 2.0844 -0.8697 0.0 -0.1 0.0 -0.0337
C -2.3518 -0.2261 -0.3003 -0.1 0.0 0.1 -0.1977
O -1.2660 -0.7505 -0.9988 -0.4 0.1 0.0 -0.0839
C -0.1038 -0.8855 -0.2110 0.4 0.0 0.2 -0.1664
C 1.0309 -1.3432 -1.1348 -0.7 0.0 0.0 -0.0889
N 2.2982 -1.2502 -0.4781 0.5 0.6 0.2 -0.0889
N 2.9018 -2.3167 0.0631 -0.6 -0.9 -0.2 0.0496
N 3.9791 -1.9810 0.6373 0.7 -0.3 0.4 0.0604
C 4.1475 -0.6336 0.5101 -0.9 0.7 -0.6 -0.2288
C 5.1494 0.2311 0.9505 -0.1 -0.1 0.0 -0.0145
C 5.0063 1.5631 0.6435 0.2 0.0 0.1 -0.0917
C 3.9074 2.0445 -0.0840 -0.1 0.0 -0.1 -0.0853
C 2.9073 1.2118 -0.5307 -0.1 0.1 -0.1 -0.0181
C 3.0402 -0.1370 -0.2217 0.7 -0.4 0.5 -0.1677
H -4.0666 -3.0720 0.0731 0.0 -0.1 0.0 0.0810
H -2.6161 -2.9699 1.0675 0.0 -0.1 0.0 0.0874
H -2.4852 -2.8281 -0.6896 0.0 -0.1 0.0 0.0794
H -5.0869 -1.2223 1.4009 -0.1 -0.1 0.0 0.1115
H -5.3771 1.2179 1.5806 -0.1 0.0 0.0 0.1016
H -3.7448 2.7321 0.5259 0.0 0.1 0.0 0.1111
H -1.0189 1.5808 -1.6893 0.1 0.1 -0.1 0.0778
H -0.7803 2.4146 -0.1449 0.1 0.0 0.0 0.0840
H -2.0314 2.9674 -1.2546 0.0 0.1 0.0 0.0814
H 0.1630 0.0759 0.2528 0.0 -0.1 0.0 0.1256
H -0.2565 -1.6195 0.5928 0.0 0.1 -0.1 0.1369
H 0.8782 -2.3827 -1.4298 0.1 0.1 0.0 0.1328
H 1.0323 -0.7133 -2.0295 0.0 -0.1 0.1 0.1358
H 5.9931 -0.1444 1.5058 0.1 0.0 0.1 0.1115
H 5.7583 2.2679 0.9658 0.1 0.0 0.0 0.1006
H 3.8497 3.1015 -0.2979 0.0 0.1 0.0 0.1026
H 2.0653 1.5848 -1.0938 -0.1 0.1 -0.1 0.1048
```
Positions in Å, forces in eV/Å.

Calculated values
- Energy: -859.3811 Ha